Entry 1:
Computed, not measured: a cluster of 2 separate species, C3H11N2 in total in a non-equilibrium geometry, with wB97M-V/def2-TZVPD.

The value obtained for the molecular weight is 75.13 u. As for the net charge: +1. The gap between HOMO and LUMO comes out at 0.347 Ha. The calculation puts the HOMO energy at -14.80 eV.

```
16
Properties=species:S:1:pos:R:3:forces:R:3
C -0.7652 1.4409 2.0120 -1.54 -1.40 1.30
C -1.3303 2.0338 0.6909 2.62 0.03 0.75
H -0.0573 0.6374 1.9841 0.81 -0.60 -1.12
H -1.5455 0.8886 2.6366 0.43 1.18 -0.74
H -0.2357 2.0923 2.7040 -0.46 0.75 -0.28
H -2.0359 2.7852 0.9689 -0.69 0.38 -0.17
H -0.4526 2.5805 0.2136 -1.24 -0.70 0.06
H -1.7736 1.2781 0.0285 0.07 0.31 0.17
N 0.4499 -1.5464 0.1119 2.54 -0.02 -0.57
C 0.5932 -0.8150 -1.0233 -3.49 0.88 1.99
N 1.2039 -1.2186 -2.0833 1.12 1.13 1.48
H -0.3887 -1.5806 0.6747 0.10 1.15 0.14
H 1.2526 -2.0828 0.5071 -1.12 0.06 -0.87
H 0.0483 0.1865 -1.0191 0.15 -1.65 -0.45
H 0.9026 -1.3840 -2.9789 -1.68 1.86 -3.06
H 1.7227 -2.0037 -1.9965 2.37 -3.36 1.36
```
Forces are in eV/Å.



Entry 2:
Computed, not measured: the ion C3H11N2 with charge +1 in a non-equilibrium geometry, with wB97M-V/def2-TZVPD.

The value obtained for the molecular weight is 75.13 u. As for the net charge: +1. Its SMILES is CNCC[NH3+]. The gap between HOMO and LUMO comes out at 0.436 Ha. The calculation puts the HOMO energy at -15.10 eV.

```
16
Properties=species:S:1:pos:R:3:forces:R:3
C 0.3715 -1.6616 1.3682 -0.47 0.72 -0.46
N -0.2424 -0.4415 0.6945 1.52 -0.24 1.53
C 0.7497 0.5691 0.2709 -0.89 0.24 -1.20
C 0.2526 1.0165 -1.1742 1.19 -0.17 0.39
N -1.1215 0.5563 -1.3014 -3.54 1.80 -1.36
H 0.8858 -1.2836 2.2546 -0.32 -0.46 0.22
H 1.1351 -2.2004 0.7901 -0.56 0.41 -0.35
H -0.4983 -2.2888 1.5512 0.46 -0.32 0.49
H -0.6840 0.0528 1.4662 -0.42 -0.54 0.06
H 1.8003 0.3027 0.2708 -0.06 -0.64 -0.14
H 0.6762 1.3956 0.9682 0.02 0.42 -0.19
H 0.7129 0.5026 -2.0222 0.87 0.38 0.53
H 0.4019 2.0886 -1.1944 -0.32 0.11 -0.65
H -1.1798 -0.1418 -0.3711 0.41 -0.46 -0.73
H -1.8815 1.2915 -1.3154 1.22 -0.36 1.10
H -1.3786 0.2418 -2.2559 0.91 -0.89 0.78
```
Forces are in eV/Å.